This record from the OMol25 dataset describes a cluster of 7 separate species, C12H7Cl32FNO3P in total in a non-equilibrium geometry. The level of theory is ωB97M-V with the def2-TZVPD basis set.

Atoms and positions in Å:
1 N 1.900 1.257 -0.297
2 P 0.658 0.135 0.137
3 O 1.116 -1.168 -0.740
4 C -0.764 0.843 -0.848
5 C -1.418 0.136 -2.055
6 C -2.494 1.185 -2.297
7 F -3.535 0.756 -3.083
8 O -2.999 1.460 -0.992
9 C -2.046 1.063 -0.077
10 O -2.276 0.859 1.081
11 H 1.637 2.142 0.137
12 H 1.853 1.454 -1.299
13 H 1.558 -0.966 -1.575
14 H -0.493 1.845 -1.210
15 H -0.782 -0.128 -2.894
16 H -1.980 -0.730 -1.686
17 H -2.086 2.093 -2.759
18 C -2.737 -0.693 4.797
19 Cl -1.237 -0.281 3.972
20 Cl -4.066 -0.777 3.645
21 Cl -2.533 -2.261 5.585
22 Cl -3.096 0.543 6.014
23 C 4.002 4.036 -2.168
24 Cl 5.198 2.745 -2.214
25 Cl 2.480 3.446 -2.865
26 Cl 3.726 4.534 -0.498
27 Cl 4.572 5.414 -3.110
28 C -0.750 -2.636 9.517
29 Cl 0.715 -2.115 10.354
30 Cl -1.915 -3.247 10.695
31 Cl -1.451 -1.281 8.639
32 Cl -0.342 -3.922 8.372
33 C -1.562 -4.644 -2.266
34 Cl -0.579 -5.145 -3.648
35 Cl -0.815 -3.248 -1.491
36 Cl -3.186 -4.227 -2.826
37 Cl -1.655 -5.956 -1.092
38 C 2.036 -5.552 0.460
39 Cl 0.969 -4.511 1.401
40 Cl 2.261 -4.830 -1.138
41 Cl 3.602 -5.703 1.267
42 Cl 1.310 -7.153 0.286
43 C 0.005 3.095 -5.921
44 Cl 1.477 3.798 -6.579
45 Cl -0.819 4.299 -4.922
46 Cl -1.057 2.574 -7.222
47 Cl 0.425 1.702 -4.906
48 C 1.089 8.106 -5.942
49 Cl -0.177 8.594 -4.812
50 Cl 1.990 9.528 -6.470
51 Cl 2.183 6.977 -5.138
52 Cl 0.354 7.319 -7.341
53 C 0.350 -4.153 5.604
54 Cl -0.758 -5.471 5.998
55 Cl 1.768 -4.803 4.777
56 Cl -0.470 -2.995 4.550
57 Cl 0.847 -3.341 7.091

Properties
total energy = -432902.5381 eV
F_max = 18.5 eV/Å
multiplicity = 1
HOMO level = -0.2358 Ha
energy above the lowest of the compared OMol25 structures with the same formula, charge and spin = 173.7 kcal/mol

This record from the OMol25 dataset describes a cluster of 32 separate species, C12H88NO39PS in total in a non-equilibrium geometry. The level of theory is ωB97M-V with the def2-TZVPD basis set.

Atoms and positions in Å:
1 C 5.380 2.626 0.670
2 C 5.044 1.342 1.365
3 O 5.536 0.248 0.617
4 C 4.713 -0.099 -0.481
5 C 3.641 -1.071 0.027
6 C 2.288 -0.982 -0.668
7 N 2.057 -1.926 -1.726
8 O 1.977 0.286 -1.248
9 S 1.485 1.284 -0.115
10 O 0.337 1.860 -0.736
11 O 2.371 2.305 0.257
12 O 1.243 0.191 1.030
13 C 1.145 -1.124 0.379
14 C -0.321 -1.131 -0.069
15 C -1.202 -0.952 1.194
16 C -1.618 0.496 1.538
17 C -2.720 1.055 0.670
18 C -3.931 0.141 0.544
19 O -4.333 0.082 -0.814
20 C -4.873 1.309 -1.210
21 P 1.535 -2.644 1.430
22 O 0.117 -3.396 1.720
23 O 2.282 -3.698 0.436
24 H 5.190 2.620 -0.383
25 H 6.434 2.813 0.799
26 H 4.892 3.472 1.096
27 H 3.994 1.194 1.531
28 H 5.497 1.401 2.337
29 H 5.310 -0.634 -1.175
30 H 4.328 0.748 -1.010
31 H 3.555 -0.930 1.082
32 H 4.001 -2.051 -0.164
33 H 2.747 -2.652 -1.644
34 H 2.235 -1.452 -2.592
35 H -0.526 -2.115 -0.418
36 H -0.517 -0.499 -0.905
37 H -2.029 -1.617 1.109
38 H -0.632 -1.305 2.017
39 H -0.814 1.189 1.560
40 H -2.010 0.489 2.541
41 H -2.366 1.371 -0.286
42 H -3.040 1.949 1.164
43 H -4.744 0.599 1.070
44 H -3.797 -0.819 0.985
45 H -5.489 1.208 -2.073
46 H -4.084 1.977 -1.495
47 H -5.402 1.784 -0.381
48 H -0.260 -3.714 0.899
49 H 1.698 -3.971 -0.282
50 O 5.356 -0.534 -3.625
51 H 5.683 0.356 -3.803
52 H 5.077 -0.870 -4.479
53 O 3.513 3.932 -1.866
54 H 2.930 3.333 -1.382
55 H 2.911 4.486 -2.368
56 O 0.055 -4.045 -1.633
57 H 0.408 -3.158 -1.858
58 H -0.186 -4.427 -2.484
59 O -2.963 -4.468 -2.364
60 H -2.169 -4.270 -1.857
61 H -3.657 -3.961 -1.929
62 O -5.913 -2.388 0.125
63 H -5.669 -1.472 -0.094
64 H -6.336 -2.720 -0.673
65 O 0.707 3.323 -3.336
66 H 0.444 3.124 -2.411
67 H 0.404 2.562 -3.839
68 O -8.914 -2.694 0.121
69 H -8.038 -2.457 0.450
70 H -9.525 -2.293 0.743
71 O -5.231 -6.289 -2.890
72 H -4.307 -6.014 -2.867
73 H -5.267 -6.952 -3.586
74 O -1.487 -0.809 4.255
75 H -1.615 -0.687 5.200
76 H -0.788 -1.467 4.199
77 O 2.435 1.245 -4.945
78 H 2.275 1.741 -4.132
79 H 2.733 1.907 -5.573
80 O 1.223 6.209 -1.117
81 H 1.054 6.058 -2.050
82 H 1.305 5.328 -0.739
83 O 1.912 0.975 4.050
84 H 1.748 0.830 3.115
85 H 2.065 0.097 4.418
86 O -5.933 2.413 1.698
87 H -6.755 1.950 1.517
88 H -6.202 3.314 1.899
89 O 0.694 2.680 6.151
90 H -0.163 2.714 5.724
91 H 1.244 2.192 5.526
92 O -2.122 -6.910 -4.456
93 H -2.609 -6.915 -5.283
94 H -2.336 -6.058 -4.061
95 O -2.285 3.726 -4.368
96 H -1.370 4.019 -4.276
97 H -2.264 3.093 -5.090
98 O -2.395 2.741 3.900
99 H -2.308 1.845 4.240
100 H -2.973 3.180 4.532
101 O 0.378 -0.859 -3.920
102 H 0.218 -0.358 -3.114
103 H 0.676 -0.194 -4.552
104 O 4.888 1.470 4.398
105 H 5.037 1.741 5.309
106 H 3.930 1.316 4.355
107 O 6.774 -2.420 -0.115
108 H 7.218 -2.729 0.681
109 H 6.686 -1.469 0.009
110 O 0.361 3.928 3.188
111 H 0.503 4.303 4.062
112 H -0.582 3.714 3.173
113 O -11.600 -2.178 -0.440
114 H -11.651 -2.048 -1.390
115 H -11.152 -3.020 -0.355
116 O 8.769 3.343 0.469
117 H 9.471 2.962 1.000
118 H 9.049 3.187 -0.435
119 O -1.988 5.606 4.842
120 H -1.712 6.499 4.624
121 H -2.392 5.284 4.033
122 O 9.174 -3.238 1.320
123 H 10.087 -2.947 1.330
124 H 9.138 -3.871 0.598
125 O -5.002 4.601 0.104
126 H -4.159 4.288 0.435
127 H -4.876 4.643 -0.848
128 O 4.522 -3.108 3.019
129 H 5.440 -2.824 3.006
130 H 4.454 -3.725 2.286
131 O 5.774 4.522 3.815
132 H 5.092 5.072 4.205
133 H 5.419 3.626 3.875
134 O 6.445 2.364 -3.333
135 H 7.238 2.545 -2.826
136 H 5.744 2.819 -2.849
137 O -7.293 -8.354 -3.367
138 H -6.880 -8.644 -2.550
139 H -7.352 -7.400 -3.269
140 O -12.227 -4.048 -2.620
141 H -12.705 -4.419 -1.874
142 H -11.634 -4.750 -2.896

Properties
total energy = -115338.4083 eV
F_max = 3.3 eV/Å
multiplicity = 1
HOMO level = -0.3474 Ha
energy above the lowest of the compared OMol25 structures with the same formula, charge and spin = 19.0 kcal/mol

This record from the OMol25 dataset describes a structure of composition C12H8B2Ba2Br4O16 in a non-equilibrium geometry. The level of theory is ωB97M-V with the def2-TZVPD basis set.

Atoms and positions in Å:
1 Ba 1.623 -4.199 6.488
2 Ba -5.660 -3.532 10.732
3 O 2.010 -3.559 8.987
4 C 1.325 -3.497 10.001
5 O 0.035 -3.257 10.033
6 B -0.371 -3.186 11.467
7 O 0.842 -3.137 12.215
8 C 1.875 -3.429 11.445
9 O 2.988 -3.618 11.718
10 O -1.226 -4.355 11.817
11 C -2.433 -3.975 11.807
12 O -3.458 -4.598 11.629
13 C -2.455 -2.441 11.688
14 O -1.254 -2.002 11.702
15 O -3.506 -1.840 11.584
16 O 1.032 -6.394 8.023
17 C 0.032 -6.738 8.628
18 O -1.157 -6.951 8.130
19 B -2.112 -7.107 9.263
20 O -1.301 -7.002 10.463
21 C -0.037 -6.811 10.159
22 O 0.876 -6.655 10.879
23 O -2.852 -8.381 9.260
24 C -4.145 -8.164 9.394
25 O -5.015 -8.933 9.574
26 C -4.333 -6.627 9.353
27 O -3.165 -6.064 9.165
28 O -5.357 -6.016 9.526
29 Br -0.981 -8.820 15.162
30 C -0.554 -8.102 13.414
31 C -1.258 -6.802 13.135
32 Br -0.574 -5.404 14.291
33 H -0.859 -8.887 12.725
34 H 0.526 -8.002 13.357
35 H -2.326 -6.884 13.301
36 H -1.053 -6.534 12.100
37 Br 2.949 -6.668 15.031
38 C 3.499 -6.299 13.203
39 C 4.081 -7.536 12.592
40 Br 4.246 -7.239 10.675
41 H 4.184 -5.461 13.227
42 H 2.586 -5.997 12.698
43 H 3.453 -8.411 12.697
44 H 5.063 -7.763 12.998

Properties
net charge = +2
total energy = -328242.6689 eV
F_max = 2.0 eV/Å
multiplicity = 1
HOMO level = -0.4784 Ha
energy above the lowest of the compared OMol25 structures with the same formula, charge and spin = 41.2 kcal/mol

This record from the OMol25 dataset describes a structure of composition C12H8BrCuNO2S. The level of theory is ωB97M-V with the def2-TZVPD basis set.

Atoms and positions in Å:
1 Cu 0.104 1.438 -0.857
2 O 2.614 -1.200 -2.455
3 C 1.652 -0.711 -1.862
4 O 1.687 0.375 -1.184
5 C 0.353 -1.527 -1.872
6 C 0.551 -2.902 -1.715
7 C -0.496 -3.808 -1.684
8 C -1.791 -3.332 -1.849
9 C -2.008 -1.978 -2.025
10 C -0.963 -1.034 -2.026
11 S -1.443 0.666 -2.253
12 H 1.575 -3.245 -1.632
13 H -0.305 -4.865 -1.544
14 H -2.634 -4.016 -1.841
15 H -3.016 -1.604 -2.162
16 Br 2.611 4.485 3.255
17 C 1.258 3.289 2.682
18 C 0.502 2.598 3.605
19 C -0.482 1.756 3.116
20 C -0.663 1.641 1.748
21 N 0.097 2.295 0.859
22 C 1.038 3.118 1.326
23 H 0.673 2.718 4.666
24 H -1.113 1.191 3.788
25 H -1.435 1.010 1.325
26 H 1.634 3.644 0.593

Properties
net charge = -1
total energy = -143679.1776 eV
F_max = 0.7 eV/Å
multiplicity = 1
HOMO level = -0.1319 Ha
energy above the lowest of the compared OMol25 structures with the same formula, charge and spin = 1.2 kcal/mol

This record from the OMol25 dataset describes a structure of composition C12H8Cl2N15O5RuSSe. The level of theory is ωB97M-V with the def2-TZVPD basis set.

Atoms and positions in Å:
1 Ru 0.242 0.435 -0.045
2 N 2.834 2.481 0.738
3 C 3.168 1.173 0.528
4 N 4.364 0.646 0.715
5 N 4.254 -0.610 0.233
6 N 3.063 -0.839 -0.186
7 N 2.327 0.284 -0.011
8 C 1.822 3.060 0.005
9 N 1.760 4.335 -0.328
10 N 0.698 4.410 -1.156
11 N 0.133 3.260 -1.280
12 N 0.830 2.367 -0.551
13 H 3.344 3.031 1.403
14 Se 1.299 -3.326 1.890
15 N 1.408 -4.447 0.500
16 C 1.066 -3.743 -0.566
17 C 1.003 -4.178 -1.924
18 C 0.637 -3.265 -2.859
19 C 0.341 -1.908 -2.502
20 N 0.393 -1.469 -1.287
21 C 0.728 -2.376 -0.316
22 N 0.770 -1.969 0.924
23 H 1.244 -5.202 -2.178
24 H 0.567 -3.537 -3.904
25 H 0.051 -1.190 -3.262
26 N -5.658 -2.044 -0.043
27 C -4.593 -2.009 0.417
28 N -3.421 -2.099 1.022
29 C -2.481 -1.238 0.799
30 N -1.565 -0.522 0.760
31 C -1.280 0.972 3.753
32 S 0.414 0.791 3.266
33 O 1.195 1.691 4.085
34 O 0.744 -0.616 3.408
35 O 0.403 1.284 1.850
36 H -1.360 0.727 4.811
37 H -1.875 0.300 3.141
38 H -1.573 2.003 3.566
39 Cl -2.618 0.976 -4.019
40 C -2.628 2.168 -2.690
41 Cl -4.227 2.918 -2.563
42 C -2.131 1.587 -1.342
43 O -1.124 0.810 -1.542
44 O -2.649 1.929 -0.307
45 H -1.920 2.947 -2.955

Properties
net charge = -2
total energy = -148971.4102 eV
⟨S²⟩ = 0.755
F_max = 0.5 eV/Å
multiplicity = 2
HOMO level (alpha / beta) = -0.1131 / -0.1129 Ha
energy above the lowest of the compared OMol25 structures with the same formula, charge and spin = 43.2 kcal/mol

This record from the OMol25 dataset describes a structure of composition C12H8Cl5F3IrN2Se. The level of theory is ωB97M-V with the def2-TZVPD basis set.

Atoms and positions in Å:
1 Ir -0.144 1.123 -1.594
2 Cl 2.370 1.949 -1.748
3 C 1.526 3.041 -0.659
4 C 0.245 2.608 -0.356
5 C -0.459 3.312 0.613
6 Cl -1.999 2.783 1.140
7 C 0.100 4.473 1.163
8 Cl -0.788 5.380 2.309
9 C 1.380 4.899 0.794
10 Cl 2.050 6.315 1.473
11 C 2.129 4.159 -0.124
12 Cl 3.716 4.602 -0.574
13 F -2.435 0.032 -2.670
14 C -2.120 0.955 -1.724
15 F -2.860 0.645 -0.648
16 F -2.565 2.151 -2.163
17 C 2.375 -3.537 -0.189
18 N 0.975 -3.410 0.208
19 C 0.309 -4.318 0.994
20 C -0.953 -3.860 1.141
21 N -1.044 -2.683 0.435
22 C -2.257 -1.882 0.352
23 C 0.133 -2.413 -0.134
24 Se 0.823 -1.058 -1.269
25 H 2.769 -4.442 0.263
26 H 2.942 -2.678 0.164
27 H 2.459 -3.612 -1.271
28 H 0.788 -5.201 1.377
29 H -1.792 -4.261 1.680
30 H -3.028 -2.382 0.929
31 H -2.578 -1.788 -0.685
32 H -2.067 -0.904 0.773

Properties
net charge = +1
total energy = -154496.5232 eV
F_max = 0.8 eV/Å
multiplicity = 1
HOMO level = -0.4359 Ha
energy above the lowest of the compared OMol25 structures with the same formula, charge and spin = 0.0 kcal/mol

- Which value of multiplicity does entry 4 give?
  1